Here is an isolated ion of composition C6H9N2O2 and charge -1 in a non-equilibrium geometry from the OMol25 dataset. Energies are from ωB97M-V/def2-TZVPD.

Computed properties:
- Energy relative to the best compared isomer or geometry (same formula, charge and spin): 1.778 eV
- SMILES string: CC(C)c1c([O-])[nH][nH]c1=O
- Total charge: -1
- 2S+1: 1
- Strongest force on any atom: 4.869 eV Å⁻¹

Structure (XYZ):
```
19
C6H9N2O2 (ωB97M-V/def2-TZVPD)
C 0.014 -0.326 0.266
C 1.123 -0.021 1.020
C -0.824 -1.465 1.138
C -1.186 1.576 -0.797
C 0.704 0.415 -1.992
C -0.467 0.238 -1.024
N 1.072 -0.772 2.270
N 0.032 -1.731 2.179
O 2.106 0.720 0.830
O -1.905 -2.000 0.936
H -0.597 2.197 -0.123
H -2.164 1.395 -0.350
H -1.319 2.115 -1.738
H 1.426 1.102 -1.563
H 0.370 0.794 -2.959
H 1.198 -0.542 -2.145
H -1.188 -0.465 -1.465
H 1.969 -1.220 2.449
H -0.366 -2.011 3.068
```

The Mulliken scheme yields these atomic charges, measured in e: -0.309 0.733 -0.037 -1.356 -1.514 0.623 -0.421 -0.135 -0.776 -0.720 0.303 0.318 0.385 0.287 0.432 0.358 0.322 0.231 0.275